[1]
Here is one molecule with the formula C4H8O2 from OMol25. Energies are from wB97M-V/def2-TZVPD.

Geometry as ORCA input:
```
! wB97M-V def2-TZVPD RIJCOSX def2/J DEFGRID3
* xyz 0 1
H 0.75867 0.41080 1.91861
H 2.08615 0.02170 -1.10465
H -1.52436 0.93662 -0.86562
O 0.09167 0.95729 1.46531
C -0.71935 0.20844 -0.72129
O 2.28631 -0.36528 0.86812
H -1.59218 -0.78892 0.96896
H -0.33049 -0.01784 -1.72474
H -0.49592 -1.82292 0.03904
H -2.11341 -1.45682 -0.59171
C 1.69893 0.11795 -0.07185
C -1.26254 -1.04284 -0.04186
C 0.39948 0.87546 0.10274
H 0.55648 1.88893 -0.30401
*
```

Computed properties:
E in eV: -8372.2615
F_max in eV/A: 0.44
E_LUMO in Ha: 0.0299
Kohn-Sham gap in Ha: 0.4140
ΔE to the lowest compared entry with this formula, charge and spin in kcal per mole: 23.5
HOMO in eV: -10.45
SMILES: CC[C@@H](O)C=O
M in g/mol: 88.1

Atomic partial charges in e from the Löwdin method, atoms 1 to 4: atom 1 (H): 0.091, atom 2 (H): 0.136, atom 3 (H): 0.113, atom 4 (O): -0.024

---

[2]
Here is C4H11N2S as an isolated structure from OMol25. Energies are from wB97M-V/def2-TZVPD.

Geometry as ORCA input:
```
! wB97M-V def2-TZVPD RIJCOSX def2/J DEFGRID3
* xyz 1 1
H 0.82529 -1.39668 0.84967
C 0.10362 -2.15315 0.66197
C 2.01811 1.50040 -0.11926
H -4.12170 1.92900 -0.43952
N -0.66119 -0.60397 -0.99523
H 0.10986 0.44009 -0.45625
N 0.78534 1.36776 0.11310
C 3.31252 1.65698 -0.13027
H -1.49270 -2.56560 -0.79405
H -0.63739 -2.49773 1.55111
H 3.87426 2.17792 -0.88152
H 3.87542 1.19286 0.68924
C -0.82111 -1.74797 -0.45327
H -3.79386 0.59854 0.94887
H 0.81667 -3.03809 0.37299
H -1.27596 -0.15768 -1.65725
S -3.04165 1.35821 0.13498
H 0.12449 1.93912 0.60471
*
```

Computed properties:
E in eV: -18132.7451
F_max in eV/A: 2.99
E_LUMO in Ha: -0.1255
Kohn-Sham gap in Ha: 0.3587
ΔE to the lowest compared entry with this formula, charge and spin in kcal per mole: 64.0
HOMO in eV: -13.17
M in g/mol: 119.2

Atomic partial charges in e from the Löwdin method, atoms 1 to 4: atom 1 (H): 0.033, atom 2 (C): -0.069, atom 3 (C): -0.093, atom 4 (H): -0.188

---

[3]
Here is a 4-piece molecular cluster, C19H46NO3 overall from OMol25. Energies are from wB97M-V/def2-TZVPD.

Geometry as ORCA input:
```
! wB97M-V def2-TZVPD RIJCOSX def2/J DEFGRID3
* xyz 1 1
H -1.03022 2.01719 4.63220
H -7.46040 0.78023 -1.95461
H 2.48232 -1.32359 1.86337
C -7.74621 0.07293 -2.73357
H -3.08794 -0.59416 -2.27624
H 2.74523 2.17522 -0.20045
H -3.72692 0.63507 3.82964
H -1.39138 -0.07967 -0.92475
O 6.33536 1.15088 5.02119
H 5.03203 0.94020 3.51037
H 6.75028 1.15263 1.67523
C -0.53613 -0.19170 -1.59073
H 1.34390 -1.21602 -1.68697
H 4.13163 0.77993 0.95531
C -1.63989 0.38138 3.34445
C -0.18450 -0.16409 -4.11014
H -0.81891 -0.27921 3.63132
N 2.54355 1.18801 -0.36715
C -2.88241 0.01245 4.13629
C 1.04815 -0.65213 0.40491
C -1.23145 1.82786 3.57796
H 7.25658 0.96120 5.23387
H -6.46451 1.17368 -4.69034
O -5.85114 0.74752 -4.08083
O -1.84810 0.13970 1.94682
H 3.41128 -1.41823 -1.04555
H 5.64560 -1.32503 4.30851
H 8.01630 1.26493 2.90447
H 7.31776 -1.06738 3.82201
C 2.28084 -1.49596 0.80463
C -1.00412 -0.74580 -2.95279
C 6.28262 -0.80419 3.59366
H -6.00545 -1.68578 -5.15920
H -3.15590 -1.02714 3.95800
C -2.50586 -0.54589 -3.19428
H 0.51581 1.43153 0.21967
H -8.25517 -0.77178 -2.26775
H 2.33811 1.10463 -1.36504
H 4.39880 -1.56451 0.40117
H -0.63585 0.76126 -4.46183
H -2.02585 2.50514 3.25455
C 3.50769 -1.09304 -0.01090
H -5.80645 -0.84247 -2.83814
C 3.76892 0.39998 0.00214
H -2.66266 0.43142 -3.64757
C 6.08318 0.70154 3.69801
C 0.52821 -1.09423 -0.96902
H 1.66437 1.05925 1.51383
H -2.72533 0.15254 5.20574
H -7.37784 -2.25771 -4.19593
H -0.19721 -0.86515 -4.94494
H 4.53247 0.62538 -0.74072
C 6.95958 1.45478 2.70494
H -2.87172 -1.31369 -3.87230
C -6.89390 -1.37242 -4.61018
H 6.05337 -1.17019 2.58965
H -8.45540 0.57837 -3.39418
H -7.57869 -0.91098 -5.32643
C 1.37125 0.82159 0.49110
H 0.27558 -0.82909 1.15200
H 6.79999 2.52982 2.79237
H -2.57774 0.70144 1.65963
H -0.11241 0.80895 -1.73900
H 0.09194 -2.08481 -0.83841
H 2.04375 -2.54125 0.63100
H -0.81103 -1.82072 -2.92813
H -0.33478 2.07504 3.00518
C -6.52481 -0.38058 -3.51794
H 0.86183 -0.01505 -3.83921
*
```

Computed properties:
E in eV: -28076.1057
F_max in eV/A: 0.82
E_LUMO in Ha: -0.1091
Kohn-Sham gap in Ha: 0.3262
HOMO in eV: -11.85
M in g/mol: 336.6

Atomic partial charges in e from the Löwdin method, atoms 1 to 4: atom 1 (H): 0.087, atom 2 (H): 0.078, atom 3 (H): 0.123, atom 4 (C): -0.062

---

[4]
Here is a 4-piece molecular cluster, C13H28FN3O3Si overall from OMol25. Energies are from wB97M-V/def2-TZVPD.

Geometry as ORCA input:
```
! wB97M-V def2-TZVPD RIJCOSX def2/J DEFGRID3
* xyz 0 1
H 0.97369 -4.83978 1.23052
H 3.86098 -1.34414 -1.20173
H 1.93310 -1.48622 1.58484
H -2.24542 -5.63447 2.88416
H -6.64333 4.12346 -3.21484
H 6.64359 1.47638 -0.15456
H 6.88062 -1.37241 0.70178
H 1.84352 2.11610 1.25887
H -1.98978 -4.28299 4.00480
H -5.40424 4.30004 -4.45460
Si 1.21723 1.66723 -0.00300
H 2.10204 1.95240 -1.14017
C 5.24152 0.17983 -0.71057
H 7.35259 -0.02221 1.72865
C 7.27187 -0.35982 0.69413
O 4.60364 1.02521 -1.31356
C 0.88436 -0.21547 0.15210
H -2.40624 3.49680 -0.47045
C -0.85394 -5.37107 0.30101
C -1.41574 3.09488 -0.37684
N -4.69338 4.17133 -2.47960
C -1.86759 -4.61574 2.97895
N 6.39668 0.50266 -0.06981
C -6.35066 5.21522 -0.99792
H -1.89214 -5.39548 0.61690
F -0.44979 -0.46106 -0.23843
C -0.36390 2.52784 -0.22748
N -0.01852 -4.91419 1.39029
H -0.78017 -4.70306 -0.55880
C -0.39431 -4.54463 2.64546
C 1.09607 -0.78820 1.55075
H -0.57378 -6.37715 -0.01627
C -5.64564 3.81271 -3.50860
H 8.27326 -0.38813 0.26128
H 0.19790 -1.34647 1.82279
O 0.43158 -4.16552 3.45689
C 4.78457 -1.26130 -0.63666
H -6.35436 5.70503 -0.02948
H -5.66096 2.73379 -3.67026
H -6.73111 5.90538 -1.75171
H 1.24586 -0.01872 2.30770
C -4.92736 4.80602 -1.30081
H -3.72413 3.93928 -2.63398
O -4.01593 5.03611 -0.52185
H 5.52674 -1.93408 -1.06788
H 1.49617 -0.75603 -0.57405
H -7.01084 4.34785 -0.96414
H -2.45085 -3.97078 2.32066
H 4.60652 -1.56646 0.39555
*
```

Computed properties:
E in eV: -35141.9347
F_max in eV/A: 0.45
E_LUMO in Ha: 0.0237
Kohn-Sham gap in Ha: 0.3749
HOMO in eV: -9.56
SMILES: C#C[SiH2][C@@H](C)F.CNC(C)=O.CNC(C)=O.CNC(C)=O
M in g/mol: 321.5

Atomic partial charges in e from the Löwdin method, atoms 1 to 4: atom 1 (H): 0.136, atom 2 (H): 0.072, atom 3 (H): 0.066, atom 4 (H): 0.083